Molecular formula: C16H9Cl5F6FeN4O4P
Method: DFT, wB97M-V/def2-TZVPD

Structure (ORCA input):
```
! RIJCOSX wB97M-V def2-TZVPD def2/J DEFGRID3
* xyz 1 5
Fe -0.19767 -0.07825 -0.31671
Cl -1.08601 0.15943 -3.17211
C -2.40682 -0.08113 -2.10667
C -2.14272 -0.13193 -0.77565
C -3.25034 -0.23684 0.10521
Cl -2.99404 -0.06473 1.74447
C -4.57891 -0.46892 -0.36992
Cl -5.84574 -0.68002 0.74045
C -4.81113 -0.49486 -1.72237
Cl -6.36245 -0.75466 -2.35831
C -3.71451 -0.28043 -2.62538
Cl -3.97905 -0.31644 -4.26824
O 0.32795 2.81397 4.64633
C 0.92053 1.63249 4.76397
O 1.40735 1.25466 5.79236
C 1.05447 0.80106 3.53072
C 1.71699 -0.41974 3.50750
N 1.63203 -0.90258 2.26363
N 0.96301 -0.07548 1.46327
C 0.58992 0.95097 2.21675
C -0.26239 1.95712 1.53813
O -0.59228 3.00829 2.03362
O -0.61763 1.60787 0.31425
H 0.01383 3.00814 3.73913
H 2.22669 -0.94288 4.29756
H 1.94678 -1.79504 1.90907
F -0.90157 -1.93062 1.04745
P -0.55968 -3.19416 0.01842
F -0.96394 -4.25096 1.09270
F -0.16060 -4.21119 -1.10168
F -0.10489 -1.89534 -1.10986
F -2.04368 -3.04119 -0.56319
F 0.96724 -3.09522 0.53911
N 1.04740 2.59761 -1.75875
C 1.89693 1.55679 -1.88115
C 3.08364 1.70876 -2.63353
C 3.93276 0.64889 -2.77394
C 3.61559 -0.57295 -2.16238
C 2.45142 -0.65324 -1.45494
N 1.58797 0.37946 -1.30499
H 1.33037 3.49171 -2.11825
H 0.30510 2.57871 -1.07724
H 3.30020 2.66747 -3.08076
H 4.84195 0.75585 -3.34884
H 4.25851 -1.43418 -2.24490
H 2.15742 -1.57625 -0.97434
*
```

Calculated values
⟨S²⟩: 6.101
M in g/mol: 699.34
Highest occupied orbital energy (spin up / spin down) in Eh: -0.4402 / -0.4398
Energy in Ha: -5640.3182
Energy relative to the best compared isomer or geometry (same formula, charge and spin) in eV: 0.000

Löwdin population analysis, charges in e, atoms 1 to 2: number 1, Fe, carries 0.833; number 2, Cl, carries 0.835

Molecular formula: C16H9ClF9IN3O12S
Method: DFT, wB97M-V/def2-TZVPD

Structure (ORCA input):
```
! RIJCOSX wB97M-V def2-TZVPD def2/J DEFGRID3
* xyz 1 1
N 4.00378 -5.84364 4.38167
C 3.59615 -5.22843 3.50107
O 3.01322 -4.43214 2.62125
C 3.44245 -3.15206 2.61320
N 4.66594 -2.94502 3.01591
N 5.05682 -1.72000 3.00785
F 6.30327 -1.56933 3.45997
C 4.41058 -0.63558 2.62074
Cl 5.16947 0.84826 2.70858
C 3.06826 -0.82178 2.15668
I 2.03615 0.85536 1.50508
C 2.57818 -2.12006 2.16305
S 0.88027 -2.52161 1.62468
O 0.57190 -1.77753 0.44942
O 0.72438 -3.93441 1.57570
C -0.14859 -1.98438 3.08348
F -0.40206 -0.68272 3.04787
F 0.60554 -2.26067 4.16460
C -1.49723 -2.78966 3.13953
F -1.93174 -3.03689 1.91047
F -1.33373 -3.90695 3.81499
F -2.39011 -2.03045 3.76298
C 2.57726 6.62164 1.17894
C 3.09219 5.79842 2.34025
O 2.32388 4.60174 2.22138
C 1.98062 4.46939 0.91740
O 1.53451 3.47014 0.43783
O 2.20682 5.59918 0.24015
F 2.84465 6.36542 3.53525
H 1.69235 7.19264 1.46024
H 3.32052 7.28494 0.74805
H 4.15221 5.54551 2.28062
C -2.32773 -2.51465 -1.68864
C -1.37112 -3.35157 -2.50925
O -1.97160 -3.32949 -3.78922
C -2.68684 -2.17474 -3.89223
O -3.10547 -1.71826 -4.89893
O -2.83916 -1.60777 -2.66634
F -1.29688 -4.62745 -2.06574
H -3.14212 -3.12072 -1.28853
H -1.84287 -1.97601 -0.87897
H -0.36034 -2.94521 -2.58174
C -4.47792 1.66504 -4.15358
C -4.88343 1.53687 -5.60446
O -5.37213 2.83437 -5.89471
C -4.73630 3.71356 -5.06942
O -4.72419 4.88776 -5.20777
O -4.10792 3.04369 -4.06860
F -5.87439 0.63351 -5.77675
H -5.31986 1.47064 -3.48755
H -3.64499 1.02181 -3.88388
H -4.06268 1.29929 -6.28260
*
```

Calculated values
M in g/mol: 800.66
Highest occupied orbital energy in Eh: -0.4581
Energy in Ha: -3736.6816
Energy relative to the best compared isomer or geometry (same formula, charge and spin) in eV: 0.000

Löwdin population analysis, charges in e, atoms 1 to 2: number 1, N, carries 0.237; number 2, C, carries -0.251

Molecular formula: C16H9F6N4PtS6Sb
Method: DFT, wB97M-V/def2-TZVPD

Structure (ORCA input):
```
! RIJCOSX wB97M-V def2-TZVPD def2/J DEFGRID3
* xyz 1 2
Pt -0.00646 -0.25518 -0.47602
S -2.84004 5.86316 -3.51371
N -2.48207 5.57227 -1.97064
C -2.09514 4.30984 -1.90228
C -1.66238 3.61609 -0.69617
C -1.62463 4.16907 0.58808
C -1.16955 3.39332 1.62993
C -0.74301 2.08315 1.39179
N -0.78300 1.55861 0.17338
C -1.24464 2.30777 -0.85305
C -1.28774 1.62877 -2.12684
N -0.92019 0.32478 -2.09994
C -1.03954 -0.40432 -3.20836
C -1.49251 0.15208 -4.40140
C -1.82329 1.49011 -4.45103
C -1.73971 2.24607 -3.28034
C -2.12074 3.64706 -3.15922
N -2.52576 4.41889 -4.15349
H -1.95069 5.19000 0.73709
H -1.12963 3.77451 2.63990
H -0.37397 1.45735 2.19108
H -0.78488 -1.44956 -3.12196
H -1.57816 -0.47823 -5.27448
H -2.16616 1.95874 -5.36415
C 0.72017 -3.66817 -3.99028
S -0.36197 -4.20785 -2.63877
C 0.67213 -4.17014 -1.23689
C 1.51049 -3.14594 -0.76721
S 1.73656 -1.51696 -1.37511
S 2.46888 -3.56516 0.56017
C 1.80522 -5.11960 0.87370
S 2.24039 -6.07323 2.12401
S 0.62472 -5.57757 -0.29104
H 0.05335 -3.34769 -4.78928
H 1.31914 -4.50734 -4.33292
H 1.34570 -2.83669 -3.68287
F 0.28851 -1.00899 1.46295
Sb 1.21931 -1.09044 3.26789
F 2.75234 -1.02071 2.19365
F 1.18513 -2.96091 3.07359
F 2.09665 -1.18770 4.90113
F -0.53232 -1.12372 3.90224
F 1.19030 0.79108 3.30713
*
```

Calculated values
⟨S²⟩: 0.794
M in g/mol: 880.50
Highest occupied orbital energy (spin up / spin down) in Eh: -0.4273 / -0.4376
Energy in Ha: -4181.9610
Energy relative to the best compared isomer or geometry (same formula, charge and spin) in eV: 1.084

Löwdin population analysis, charges in e, atoms 1 to 2: number 1, Pt, carries 1.001; number 2, S, carries 1.078

Molecular formula: C16H9F9N3OSSb2Se8W
Method: DFT, wB97M-V/def2-TZVPD

Structure (ORCA input):
```
! RIJCOSX wB97M-V def2-TZVPD def2/J DEFGRID3
* xyz -1 1
W -1.57810 1.39062 1.12239
N 1.25516 -0.03016 -2.51570
C 1.09249 -1.40452 -2.75797
C 1.92685 -2.06119 -3.64548
C 1.75144 -3.41789 -3.88775
C 0.74913 -4.12266 -3.24657
C -0.09228 -3.47702 -2.35466
C 0.08802 -2.12809 -2.12548
S -0.98194 -1.33083 -0.99911
N -0.17898 0.15823 -0.66764
C 0.69334 0.64412 -1.48909
C 1.00424 2.07604 -1.34945
C 2.20325 2.62062 -1.78417
C 2.41925 3.98362 -1.64596
C 1.39907 4.77247 -1.15230
C 0.22326 4.15071 -0.75449
N 0.03702 2.82823 -0.77532
H 1.92772 0.44980 -3.09193
H 2.70512 -1.50786 -4.15235
H 2.40463 -3.91626 -4.58762
H 0.61162 -5.17639 -3.43358
H -0.89002 -3.99690 -1.84685
H 2.98404 1.97696 -2.16392
H 3.37058 4.41022 -1.91889
H 1.50222 5.83519 -0.99435
H -0.60164 4.77259 -0.38387
Se -4.35542 -1.95416 0.11990
Sb -4.20047 0.36707 0.64841
Se -2.54212 1.43947 -1.08386
Se -3.11252 0.78089 2.92714
Se -6.12925 1.77084 0.62291
Se -1.05025 3.27199 4.90880
Sb -0.59152 3.54154 2.56298
Se -2.66221 3.69351 1.22239
Se 0.74609 1.47297 1.73852
Se 0.68002 5.54879 2.19290
F 1.58967 -2.84337 2.53587
C 0.82325 -2.19565 1.65621
F 1.58145 -1.27567 1.06277
F 0.52777 -3.09138 0.70897
C -0.42861 -1.60080 2.34785
O -1.07934 -0.62259 1.63655
C -1.38257 -2.79403 2.60038
F -1.80351 -3.32505 1.45534
F -2.45413 -2.40588 3.27947
F -0.77894 -3.77356 3.27694
C 0.04953 -1.03279 3.72178
F -0.23900 -1.83113 4.73870
F -0.56307 0.14067 3.95747
F 1.34967 -0.78133 3.76375
*
```

Calculated values
M in g/mol: 1521.36
Highest occupied orbital energy (spin up / spin down) in Eh: -0.1815 / -0.1815
Energy in Ha: -21910.7731
Energy relative to the best compared isomer or geometry (same formula, charge and spin) in eV: 5.743

Löwdin population analysis, charges in e, atoms 1 to 2: number 1, W, carries 0.365; number 2, N, carries 0.143

Molecular formula: C17H10BCl28F7N3O4S
Method: DFT, wB97M-V/def2-TZVPD

Structure (ORCA input):
```
! RIJCOSX wB97M-V def2-TZVPD def2/J DEFGRID3
* xyz 1 1
N 1.24357 -2.04974 3.17987
B 0.60139 -2.82355 2.15483
O 0.97473 -4.10592 1.84748
C -0.61643 -2.22458 1.22549
N -1.78143 -2.75680 1.55375
N -2.73036 -2.22106 0.81814
C -2.65919 -1.31128 -0.09376
C -1.43189 -0.74227 -0.49034
C -1.45824 0.27505 -1.59241
C -1.04145 1.71450 -0.99206
C -2.27306 2.62336 -0.63471
O -1.35131 1.89502 0.36359
C -0.33317 -1.26658 0.23932
S 1.29997 -0.60742 -0.14002
O 1.28676 0.74581 0.31587
O 2.40273 -1.26966 0.47822
C 1.70028 -0.52612 -1.96415
F 3.02909 -0.49519 -2.00128
F 1.34949 0.63322 -2.51298
C 1.31043 -1.75834 -2.82368
F 0.04983 -2.19383 -2.65372
F 2.10287 -2.75770 -2.39862
C 1.56843 -1.59806 -4.37760
F 2.01153 -2.76243 -4.81425
F 2.39214 -0.65310 -4.68941
F 0.38415 -1.40588 -4.94964
H 2.15533 -1.75760 2.82086
H 0.71788 -1.17801 3.25708
H 0.63899 -4.33005 0.97148
H -3.65911 -2.59893 1.01825
H -3.57518 -0.97052 -0.57570
H -0.84872 0.08522 -2.47553
H -2.50514 0.48683 -1.84390
H -0.15739 2.21582 -1.40985
H -1.92815 3.61238 -0.33275
H -3.18646 2.16158 -0.26375
C -0.63915 -1.75113 -8.63219
Cl -1.12068 -0.06713 -8.37230
Cl 0.16126 -1.90008 -10.20019
Cl 0.47234 -2.24645 -7.34606
Cl -2.07303 -2.78637 -8.59942
C 1.33917 -2.79346 7.26944
Cl 2.61162 -3.22859 6.12246
Cl 0.02925 -1.96144 6.41234
Cl 0.70327 -4.25893 8.02914
Cl 2.00202 -1.72469 8.50908
C 5.18921 -1.34515 10.98985
Cl 6.51256 -0.92059 12.08134
Cl 3.81129 -0.27378 11.28880
Cl 5.72410 -1.16179 9.31282
Cl 4.70285 -3.02172 11.27355
C 4.17364 2.53804 -3.68385
Cl 4.72075 3.62586 -4.96480
Cl 2.43202 2.73492 -3.43393
Cl 4.49283 0.85863 -4.14250
Cl 5.02744 2.91174 -2.18159
C -0.12037 5.48490 -2.25910
Cl -0.34715 5.40974 -0.50498
Cl 1.58799 5.75235 -2.62033
Cl -0.64641 3.94818 -2.98477
Cl -1.08565 6.80426 -2.92181
C -3.81713 -2.06645 5.38526
Cl -2.91861 -2.36902 3.87600
Cl -3.33495 -3.24807 6.59904
Cl -3.45349 -0.43761 5.96461
Cl -5.55148 -2.21112 5.06826
C -5.25500 5.92449 -4.31008
Cl -4.77571 7.38576 -5.18158
Cl -3.82443 5.18756 -3.57032
Cl -6.42044 6.34431 -3.04806
Cl -5.99283 4.77866 -5.43827
*
```

Calculated values
M in g/mol: 1488.83
Highest occupied orbital energy in Eh: -0.4566
Energy in Ha: -15126.0273

Löwdin population analysis, charges in e, atoms 1 to 2: number 1, N, carries 0.185; number 2, B, carries -0.591